{
  "formula": "C23H26BrF6N3P",
  "method": "ωB97M-V/def2-TZVPD",
  "multiplicity": 1,
  "charge": 1,
  "total_energy_ha": -4570.65004,
  "e_lumo_ev": -4.588,
  "homo_energy_ev": -10.2456,
  "largest_force_ev_per_a": 1.51,
  "species": ["Br", "P", "F", "F", "F", "F", "F", "F", "N", "N", "N", "C", "C", "C", "C", "C", "C", "C", "C", "C", "C", "C", "C", "C", "C", "C", "C", "C", "C", "C", "C", "C", "C", "C", "H", "H", "H", "H", "H", "H", "H", "H", "H", "H", "H", "H", "H", "H", "H", "H", "H", "H", "H", "H", "H", "H", "H", "H", "H", "H"],
  "positions_angstrom": [[-1.440405, -0.653670, 2.302601], [-0.368272, 0.571885, 0.880199], [3.105003, 3.085392, -3.160153], [5.089072, 2.805708, -2.387384], [3.511474, 3.448225, -1.086157], [4.508833, 0.623320, -1.204270], [0.764845, 1.200339, 1.700483], [3.229532, 0.542862, -2.955738], [-0.379460, -4.195723, 2.155430], [-0.224480, 5.179765, 2.389453], [-0.939581, -5.268498, -4.339020], [3.812868, 2.670148, -2.125005], [2.247323, 1.087711, -0.888695], [-1.385475, -6.468423, -3.859140], [-0.645286, 6.455111, 2.112640], [-3.271306, 3.776512, -0.487137], [0.588326, -4.885973, 2.841393], [-3.037861, 3.575604, 0.872922], [-2.138712, 2.585567, 1.261949], [0.727505, 5.213512, 3.376455], [-0.462691, -4.508767, -3.305856], [-1.475686, 1.798524, 0.298570], [-2.624219, 3.014296, -1.456409], [-0.607045, -5.233390, -2.150855], [0.914514, 6.520632, 3.731262], [-1.719673, 2.027734, -1.059627], [-1.152174, -5.072873, 1.438095], [-0.674571, -6.332481, 1.668181], [0.043524, 7.308126, 2.929689], [1.757103, -0.357304, -0.767035], [0.265138, -0.509554, -0.413464], [-1.192685, -6.478429, -2.504241], [0.428916, -6.213823, 2.558668], [3.449344, 1.188594, -1.805207], [-0.559596, 4.352509, 1.937463], [-0.953483, -4.992439, -5.303170], [-0.319444, -4.915263, -1.163118], [1.185931, 4.309329, 3.739956], [0.099955, -1.519323, -0.044561], [-0.505910, -3.203652, 2.167695], [-1.068626, -7.241084, 1.245655], [-3.968196, 4.542919, -0.790926], [1.300417, -4.375102, 3.466701], [1.598974, 6.876415, 4.482287], [2.354913, -0.927623, -0.066006], [-1.220840, 1.456595, -1.827040], [-2.807842, 3.167376, -2.505322], [2.599977, 1.431234, 0.077385], [1.879872, -0.840214, -1.732494], [-0.388208, -0.393525, -1.270754], [-3.533760, 4.160600, 1.628822], [-1.439310, -7.289107, -1.839747], [-1.967825, -4.724092, 0.827326], [-1.797777, -7.210832, -4.520182], [-1.393929, 6.644087, 1.361909], [-0.060518, -3.525570, -3.483021], [1.481286, 1.776109, -1.240757], [-0.062500, 8.379272, 2.952255], [1.034827, -7.015186, 2.945707], [-1.964133, 2.407171, 2.314579]],
  "atomic_forces_ev_per_a": [[0.22, 0.32, -0.09], [-1.10, -0.91, -0.49], [-0.43, 0.20, -0.52], [0.64, -0.01, -0.22], [-0.09, 0.21, 0.47], [0.38, -0.30, 0.18], [0.32, 0.16, 0.16], [0.01, -0.26, -0.64], [0.04, -0.02, -0.07], [0.05, 0.04, 0.07], [-0.01, 0.02, 0.04], [-0.11, -0.43, 0.12], [0.22, -0.30, 0.26], [0.01, 0.02, -0.03], [-0.02, -0.04, -0.01], [0.03, 0.00, -0.05], [0.00, 0.04, -0.02], [0.64, -0.68, -0.19], [-0.25, 0.09, -0.18], [-0.02, -0.03, -0.03], [-0.04, -0.01, -0.02], [-0.26, 0.79, 0.23], [0.33, -0.32, 0.76], [0.02, 0.11, -0.05], [0.00, 0.00, 0.00], [-0.13, 0.18, -0.21], [-0.04, 0.03, 0.01], [0.02, -0.01, 0.00], [0.00, 0.01, 0.00], [-0.23, 0.21, -0.45], [0.54, -0.07, 0.52], [-0.03, -0.01, 0.04], [0.00, 0.00, -0.02], [-0.22, 0.65, 0.48], [0.02, 0.02, -0.06], [0.01, -0.01, -0.02], [0.04, -0.05, 0.03], [0.02, 0.01, 0.01], [-0.10, -0.15, 0.02], [0.02, -0.01, 0.10], [0.00, -0.01, 0.01], [-0.08, 0.05, -0.06], [0.00, -0.02, 0.02], [0.00, 0.01, 0.00], [0.14, 0.07, 0.18], [0.06, -0.09, -0.05], [-0.06, 0.09, -0.14], [-0.08, 0.28, 0.12], [-0.04, -0.19, -0.06], [-0.13, 0.19, -0.16], [-0.11, 0.14, 0.03], [0.01, 0.00, 0.00], [-0.02, -0.04, 0.00], [0.00, -0.01, 0.01], [0.01, 0.02, -0.01], [0.03, -0.01, -0.01], [-0.17, 0.02, -0.13], [0.00, 0.01, 0.00], [0.00, -0.01, 0.00], [-0.03, 0.02, 0.12]],
  "nbo_charge": [-0.05, 1.82, -0.30, -0.28, -0.32, -0.31, -0.51, -0.31, -0.52, -0.52, -0.50, 0.92, -0.48, -0.07, -0.09, -0.13, -0.08, -0.20, -0.18, -0.08, -0.09, -0.47, -0.18, -0.32, -0.29, -0.17, -0.09, -0.28, -0.28, -0.41, -0.79, -0.29, -0.29, 0.62, 0.39, 0.41, 0.22, 0.21, 0.29, 0.39, 0.23, 0.24, 0.21, 0.23, 0.24, 0.23, 0.25, 0.25, 0.26, 0.28, 0.25, 0.22, 0.21, 0.22, 0.21, 0.19, 0.22, 0.23, 0.23, 0.24]
}



{
  "formula": "C23H26ClN3O2S",
  "method": "ωB97M-V/def2-TZVPD",
  "multiplicity": 1,
  "total_energy_ha": -2065.22290,
  "e_lumo_ev": 0.010,
  "homo_energy_ev": -8.3583,
  "largest_force_ev_per_a": 0.75,
  "smiles": "CN(CCCNC(=O)CSc1cc(=O)n(C)c2cc(Cl)ccc12)Cc1ccccc1",
  "species": ["Cl", "S", "O", "O", "N", "N", "N", "C", "C", "C", "C", "C", "C", "C", "C", "C", "C", "C", "C", "C", "C", "C", "C", "C", "C", "C", "C", "C", "C", "C", "H", "H", "H", "H", "H", "H", "H", "H", "H", "H", "H", "H", "H", "H", "H", "H", "H", "H", "H", "H", "H", "H", "H", "H", "H", "H"],
  "positions_angstrom": [[2.384192, 3.342753, 4.407295], [-2.620348, 1.829636, -0.141105], [-1.516827, -2.518982, 2.286640], [-3.299506, -1.424997, -1.719749], [-0.362174, -0.668845, 2.916451], [-2.718306, 0.377709, -2.956477], [0.569554, -1.059224, -2.517801], [-0.086703, 0.662918, 2.784358], [1.163830, 2.619738, 3.424759], [0.486445, 3.401168, 2.493510], [-1.948879, -0.331109, -3.955629], [-2.025211, -0.515445, 1.178299], [-0.588665, 0.328110, -4.171842], [2.115338, -1.908692, 0.600369], [-3.882967, 0.746782, -0.885875], [0.888725, 1.279193, 3.578981], [-1.314297, -1.327969, 2.139861], [-1.780505, 0.804181, 1.027034], [-3.271682, -0.226868, -1.890689], [3.091594, -1.519640, 1.500550], [2.698308, 0.768192, 0.929514], [1.840553, -1.506567, -3.037629], [0.359125, -1.427015, -1.130013], [0.246898, 0.305400, -2.884567], [1.410638, -0.968651, -0.142298], [1.711412, 0.376493, 0.042280], [3.391089, -0.177689, 1.663935], [-0.477448, 2.807116, 1.715574], [0.361741, -1.475523, 3.875923], [-0.782393, 1.448971, 1.838006], [1.441626, 0.715461, 4.309557], [-4.406249, 0.210057, -0.096181], [-0.023294, -2.490971, 3.784820], [1.428228, -1.472595, 3.649212], [-0.619330, -1.045022, -0.830270], [0.190434, -1.114945, 4.890835], [-0.064873, -0.209712, -4.961176], [1.951897, -2.570474, -2.834353], [0.717920, 4.448513, 2.390152], [-0.345327, 0.766213, -2.090804], [1.175137, 1.134930, -0.506685], [-2.740510, -1.064529, 0.587049], [2.921504, 1.818086, 1.050670], [-4.571256, 1.432512, -1.380997], [-2.508393, -0.359771, -4.897436], [3.626681, -2.267511, 2.068806], [1.151449, 0.915634, -3.028428], [1.859557, -1.358248, -4.116599], [-0.724574, 1.363122, -4.495484], [0.298805, -2.519315, -1.094228], [2.699068, -0.975506, -2.596727], [1.889737, -2.958177, 0.476904], [4.158423, 0.130207, 2.359096], [-2.720214, 1.385554, -3.008335], [-1.016442, 3.395317, 0.988300], [-1.813537, -1.349971, -3.587364]],
  "atomic_forces_ev_per_a": [[0.17, 0.08, 0.11], [-0.20, 0.11, 0.03], [-0.15, -0.22, -0.14], [0.01, -0.43, 0.11], [-0.06, -0.28, -0.01], [0.09, 0.24, -0.37], [0.00, 0.00, 0.10], [-0.11, 0.72, -0.21], [-0.31, -0.22, -0.17], [0.10, 0.07, 0.01], [0.15, -0.12, -0.30], [-0.17, 0.37, -0.14], [-0.07, -0.06, 0.40], [-0.09, 0.02, -0.04], [0.46, -0.01, 0.35], [-0.02, 0.06, 0.09], [0.16, 0.08, 0.20], [-0.46, -0.53, -0.29], [-0.34, 0.44, 0.21], [0.14, -0.02, 0.08], [0.04, 0.09, -0.10], [-0.01, 0.04, -0.04], [-0.15, -0.06, -0.02], [-0.11, 0.02, -0.36], [0.00, -0.15, 0.00], [0.06, 0.05, -0.06], [0.09, -0.04, 0.06], [0.04, -0.20, 0.07], [0.09, -0.32, 0.18], [0.26, 0.04, 0.31], [0.06, -0.07, 0.05], [-0.03, -0.04, -0.15], [0.11, 0.16, 0.06], [-0.02, 0.04, 0.05], [0.04, -0.09, -0.05], [0.03, 0.02, 0.01], [0.04, 0.03, -0.11], [0.08, -0.08, -0.04], [0.03, 0.10, 0.01], [0.07, 0.02, 0.02], [-0.08, 0.07, -0.09], [-0.05, -0.01, -0.10], [0.01, 0.10, 0.03], [0.00, 0.00, 0.04], [0.07, -0.11, 0.08], [0.05, -0.06, 0.04], [-0.05, 0.02, 0.11], [0.08, -0.03, -0.06], [0.03, 0.07, -0.12], [-0.04, 0.05, 0.11], [0.00, -0.02, -0.02], [-0.04, -0.12, -0.04], [0.07, 0.03, 0.07], [-0.03, -0.10, 0.14], [0.01, 0.13, -0.02], [-0.04, 0.09, -0.11]],
  "nbo_charge": [0.01, 0.26, -0.61, -0.61, -0.42, -0.61, -0.46, 0.31, 0.01, -0.27, -0.23, -0.35, -0.41, -0.24, -0.62, -0.30, 0.64, -0.09, 0.66, -0.22, -0.20, -0.41, -0.25, -0.23, 0.05, -0.26, -0.23, -0.15, -0.43, -0.17, 0.24, 0.26, 0.26, 0.21, 0.22, 0.20, 0.21, 0.20, 0.23, 0.20, 0.21, 0.26, 0.22, 0.25, 0.19, 0.21, 0.18, 0.20, 0.19, 0.20, 0.17, 0.21, 0.22, 0.39, 0.22, 0.25]
}